Entry 1:
A single C6H7N molecule, computed with ωB97M-V/def2-TZVPD.

Output
2S+1   1
Energy above the lowest of the compared OMol25 structures with the same formula, charge and spin   91.1 kcal/mol

Last column: Mulliken charge in e.
Geometry (Å):
C -2.093 0.570 -0.354  -0.945
C 1.556 -1.417 -0.039  -0.194
C -1.366 -0.240 0.684  -0.277
C 2.131 1.116 -0.112  -0.707
N 0.277 -1.981 -0.003  -0.611
C -0.690 -1.329 0.381  0.553
C 1.705 -0.109 -0.014  0.162
H 2.361 -2.138 -0.110  0.371
H -1.711 -0.116 1.699  0.289
H -1.636 0.439 -1.337  0.294
H -3.146 0.281 -0.402  0.291
H -2.071 1.628 -0.078  0.279
H 2.088 1.672 -1.038  0.247
H 2.594 1.623 0.724  0.247

Entry 2:
A single C5H9NO molecule, computed with ωB97M-V/def2-TZVPD.

Output
2S+1   1
SMILES string   CC1(C)NCC1=O
Energy above the lowest of the compared OMol25 structures with the same formula, charge and spin   38.4 kcal/mol

Last column: Mulliken charge in e.
Geometry (Å):
C 1.254 -0.892 -0.137  -1.547
C 0.182 0.210 -0.087  1.541
C 0.738 1.602 -0.376  -1.534
N -1.055 -0.148 -0.826  -0.595
C -1.720 -0.702 0.364  -0.395
C -0.681 0.070 1.178  0.101
O -0.598 0.483 2.300  -0.565
H 2.183 -0.554 0.332  0.378
H 1.479 -1.150 -1.181  0.384
H 0.933 -1.811 0.370  0.371
H 1.682 1.562 -0.926  0.347
H 0.917 2.141 0.560  0.312
H 0.011 2.166 -0.963  0.411
H -0.939 -0.764 -1.621  0.253
H -2.772 -0.427 0.486  0.288
H -1.613 -1.786 0.528  0.250

Entry 3:
A 2-piece molecular cluster, C4H8O2 overall, computed with ωB97M-V/def2-TZVPD.

Output
2S+1   1
SMILES string   CC(C=O)C=O.[H][H]
Energy above the lowest of the compared OMol25 structures with the same formula, charge and spin   57.3 kcal/mol

Last column: Mulliken charge in e.
Geometry (Å):
C 1.550 -0.148 -0.157  -1.317
C 0.315 -0.256 0.724  0.583
C -0.483 1.037 0.815  -0.215
O -0.341 1.965 0.063  -0.434
C -0.759 -1.182 0.166  -0.197
O -0.803 -1.540 -0.983  -0.436
H 2.169 -1.047 -0.070  0.373
H 1.257 -0.036 -1.202  0.270
H 2.155 0.719 0.124  0.339
H 0.546 -0.582 1.749  0.325
H -1.292 1.036 1.578  0.348
H -1.579 -1.427 0.872  0.356
H -1.313 1.083 -1.740  0.002
H -1.423 0.377 -1.940  0.004

Entry 4:
A 2-piece molecular cluster, C4H12N2O overall, computed with ωB97M-V/def2-TZVPD.

Output
2S+1   1
SMILES string   N/C=N/O.CCC
Energy above the lowest of the compared OMol25 structures with the same formula, charge and spin   73.8 kcal/mol

Last column: Mulliken charge in e.
Geometry (Å):
N 0.108 -2.349 -0.720  -0.363
C -0.844 -1.387 -0.758  -0.142
N -1.797 -1.299 0.153  -0.600
O -2.857 -0.549 -0.428  -0.381
H 0.136 -2.871 0.148  0.271
H 1.009 -2.118 -1.116  0.258
H -0.831 -0.753 -1.655  0.457
H -3.597 -0.740 0.172  0.357
C -0.001 2.023 -0.023  -1.233
C 0.446 0.825 0.800  0.178
C 1.856 0.388 0.446  -1.230
H 0.679 2.876 0.084  0.404
H -0.993 2.358 0.296  0.302
H -0.054 1.760 -1.085  0.269
H 0.415 1.098 1.863  0.328
H -0.350 -0.094 0.773  0.199
H 1.912 0.072 -0.601  0.214
H 2.580 1.202 0.570  0.410
H 2.184 -0.441 1.081  0.303

| no. | E_LUMO (eV) |
| --- | --- |
| 1 | 0.860 |
| 2 | 0.928 |
| 3 | 0.211 |
| 4 | 0.996 |